[1]
39
Properties=species:S:1:pos:R:3:forces:R:3:lowdin_charge:R:1 method="wB97M-V/def2-TZVPD" multiplicity=2 lumo_energy_ha="0.08835 / 0.09219" charge=-1 max_force_ha_per_bohr=0.0166 homo_energy_ev="-3.542 / -3.676" total_energy_ev=-88631.1459
V -0.7071 -0.5039 0.1340 -0.125 -0.646 0.370 0.37
O -0.2423 -0.5036 1.9301 -0.386 0.532 -0.543 -0.22
C 0.7101 -0.9750 2.6840 0.095 -0.169 0.070 -0.32
C 0.4429 -1.2413 4.0384 0.034 0.007 -0.019 0.01
C 1.4403 -1.7169 4.8570 -0.047 0.011 0.015 -0.08
C 2.7322 -1.9510 4.3706 0.041 -0.011 -0.006 -0.11
C 2.9957 -1.7172 3.0418 -0.025 0.006 0.001 -0.06
C 1.9982 -1.2370 2.1803 -0.016 -0.016 0.107 -0.14
C 2.3093 -1.0570 0.7858 0.020 0.031 -0.047 -0.09
N 1.4922 -0.6738 -0.1157 0.237 -0.067 -0.096 -0.05
C 1.9667 -0.6355 -1.4915 0.036 0.013 0.014 -0.19
C 0.8782 -1.2349 -2.3784 0.026 0.061 -0.044 -0.23
N -0.3173 -0.5132 -1.9866 0.029 -0.244 0.095 -0.10
C -0.9488 0.1738 -2.8532 -0.198 0.445 -0.003 -0.08
C -1.7991 1.2922 -2.5035 0.145 -0.195 -0.110 -0.17
C -2.6409 1.8805 -3.4523 -0.014 0.013 0.000 -0.06
C -3.2879 3.0659 -3.1877 -0.008 -0.011 -0.024 -0.11
C -3.0485 3.7022 -1.9633 0.006 0.010 0.026 -0.09
C -2.1985 3.1628 -1.0265 -0.014 -0.009 -0.009 -0.01
C -1.5658 1.9215 -1.2533 -0.016 0.027 0.061 -0.41
O -0.7708 1.4069 -0.3633 -0.017 0.123 0.115 -0.21
H -0.5711 -1.0977 4.3855 -0.006 0.002 -0.007 0.11
H 1.2136 -1.9293 5.8950 0.003 -0.001 -0.001 0.10
H 3.5054 -2.3293 5.0262 -0.003 0.000 0.002 0.09
H 3.9831 -1.9136 2.6369 -0.002 0.003 -0.007 0.10
H 3.3374 -1.3068 0.5005 -0.002 0.010 -0.014 0.13
H 2.1079 0.4107 -1.7792 0.004 -0.005 0.002 0.13
H 2.9171 -1.1674 -1.6030 0.001 0.004 -0.018 0.11
H 1.1158 -1.0635 -3.4332 -0.020 -0.058 -0.013 0.12
H 0.7579 -2.2984 -2.1772 -0.015 0.012 0.031 0.06
H -0.7446 0.0065 -3.9155 0.018 0.040 0.006 0.13
H -2.7811 1.3808 -4.4053 -0.001 0.001 -0.002 0.11
H -3.9599 3.5052 -3.9126 0.002 -0.005 -0.005 0.09
H -3.5468 4.6402 -1.7465 0.001 0.000 0.005 0.10
H -2.0215 3.6492 -0.0763 0.000 0.001 0.000 0.11
S -2.9967 -3.0970 2.8842 -0.020 -0.007 -0.109 -0.42
Sb -3.0472 -2.9356 0.6057 0.071 0.061 0.158 0.19
S -2.9495 -0.4765 0.1688 0.211 -0.027 0.008 0.07
S -0.6612 -2.8111 -0.0652 -0.047 0.060 -0.007 0.02



[2]
11
Properties=species:S:1:pos:R:3:forces:R:3:lowdin_charge:R:1 method="wB97M-V/def2-TZVPD" lumo_energy_ha=0.00773 e_above_lowest_kcal_mol=117.6 max_force_ha_per_bohr=0.0060 homo_energy_ev=-9.166 total_energy_ev=-7761.4258
O -2.3155 -0.3955 0.2254 0.178 -0.008 -0.013 0.07
C -1.1071 -0.1659 -0.0353 -0.071 0.038 -0.090 -0.48
C -1.4692 0.2805 -1.2886 -0.037 0.065 0.091 0.20
C 1.3475 -0.4023 -0.0951 0.193 -0.153 -0.184 -0.12
N 1.0746 0.6588 0.8467 0.024 0.253 -0.013 0.05
C 0.1093 -0.4413 0.7321 -0.221 -0.146 0.023 -0.22
H 1.2034 -0.2206 -1.1594 0.054 -0.022 0.189 0.11
H -1.7546 1.3321 -1.3703 -0.028 -0.082 0.082 0.05
H 2.1754 -1.0557 0.1596 -0.131 0.063 0.033 0.11
H 0.7251 1.4942 0.3834 0.038 -0.104 0.014 0.10
H 0.0113 -1.0844 1.6013 0.001 0.096 -0.132 0.15



[3]
50
Properties=species:S:1:pos:R:3:forces:R:3:lowdin_charge:R:1 method="wB97M-V/def2-TZVPD" multiplicity=5 lumo_energy_ha="-0.01932 / -0.02003" e_above_lowest_kcal_mol=51.1 max_force_ha_per_bohr=0.0786 homo_energy_ev="-5.488 / -4.235" total_energy_ev=-139056.6623
P -0.0626 -1.8974 -1.1494 -1.115 0.282 3.877 0.79
P 0.2013 2.1998 -1.2597 -0.939 0.488 -0.471 0.96
C -0.3604 -0.5684 -2.3824 0.016 0.283 -0.526 -0.28
C 0.4259 0.7810 -2.4439 0.174 -0.321 -0.265 -0.29
H -1.4468 -0.3947 -2.4712 0.471 -0.098 0.176 0.10
H -0.0907 -1.0911 -3.3197 -0.045 0.187 0.208 0.10
H 1.5062 0.5881 -2.5173 -0.305 0.048 0.089 0.09
H 0.1446 1.2421 -3.4101 0.087 0.000 0.352 0.10
C -1.2659 3.0196 -1.9420 -0.026 0.404 0.045 -0.17
H -1.6330 3.7972 -1.2501 0.175 -0.373 -0.252 0.08
H -2.0713 2.2999 -2.1285 0.214 0.118 0.136 0.06
H -0.9812 3.4908 -2.8875 -0.122 -0.056 0.048 0.06
C 1.5924 3.3102 -1.5319 0.504 -0.008 -0.525 -0.16
H 1.4312 3.8593 -2.4743 0.168 -0.217 0.320 0.07
H 2.5325 2.7371 -1.6116 -0.348 0.273 0.103 0.07
H 1.6772 4.0311 -0.7091 -0.078 -0.257 -0.203 0.07
C -1.3289 -3.1104 -1.6101 0.160 -0.589 -1.219 -0.20
H -1.3992 -3.9129 -0.8659 0.157 0.322 -0.165 0.06
H -1.0517 -3.5430 -2.5778 -0.203 -0.372 -0.193 0.04
H -2.3121 -2.6278 -1.7100 0.427 -0.031 0.228 0.06
C 1.4921 -2.7457 -1.5408 0.429 -0.862 -1.476 -0.20
H 2.3356 -2.0444 -1.5618 -0.211 -0.073 0.080 0.06
H 1.4104 -3.2472 -2.5035 0.447 -0.251 -0.186 0.03
H 1.6936 -3.5053 -0.7656 -0.220 0.363 -0.293 0.07
Fe 1.3745 0.0156 4.8068 -0.141 -0.727 0.139 -0.01
C -0.0607 2.1831 0.5328 1.276 -1.183 1.333 -0.39
C -1.3832 1.7257 0.9007 -1.227 1.133 0.363 -0.13
C -1.9588 0.6179 0.1755 -0.411 -0.609 -0.408 -0.23
C -2.0732 -0.6671 1.0315 -0.703 0.217 0.492 -0.19
C -0.9965 -1.6325 0.7093 -2.968 -0.440 -1.494 -0.31
C 0.4168 -1.3538 0.4836 3.374 0.311 -0.870 -0.39
C 1.2919 -0.0699 0.4630 0.827 -0.579 0.071 -0.19
C 0.9590 1.1814 1.2481 0.355 0.664 0.232 -0.18
C 1.3569 -1.9620 5.1797 0.628 0.530 -0.003 -0.35
H 0.1343 3.2070 0.8915 0.097 -0.195 -0.295 0.13
H -1.8597 2.0915 1.8121 0.355 -0.052 -0.213 0.11
H -1.2845 0.3906 -0.6659 -0.478 -0.010 0.347 0.04
H -2.9252 0.8902 -0.2927 0.081 -0.170 0.280 0.13
H -2.0723 -0.4093 2.1065 -0.165 0.287 -0.236 0.11
H -3.0594 -1.1196 0.8242 0.364 -0.038 0.139 0.11
H -1.1983 -2.6409 1.0872 0.277 0.377 0.235 0.10
H 1.0213 -2.1564 0.9414 -0.051 0.436 0.103 0.12
H 1.4963 0.1988 -0.5944 0.003 -0.055 0.634 0.05
H 2.2943 -0.4194 0.7987 -0.628 0.353 0.006 0.12
H 0.5621 0.9209 2.2441 0.039 0.269 -0.372 0.02
H 1.9044 1.7144 1.4332 -0.216 -0.012 -0.018 0.11
H 1.9374 -2.0498 6.1201 -0.272 -0.423 -0.423 -0.07
H 1.8622 -2.4296 4.3237 -0.083 -0.398 0.352 -0.09
H 0.3086 -2.2824 5.2930 0.456 0.013 -0.038 -0.05
Br -0.4875 1.3877 4.7711 -0.607 1.042 -0.245 -0.14



[4]
16
Properties=species:S:1:pos:R:3:forces:R:3:lowdin_charge:R:1 method="wB97M-V/def2-TZVPD" lumo_energy_ha=-0.13246 e_above_lowest_kcal_mol=16.5 charge=+1 max_force_ha_per_bohr=0.0474 homo_energy_ev=-13.974 total_energy_ev=-7909.9803
Cs -1.0441 0.5886 2.6993 -0.097 0.007 -0.214 1.12
C 1.7418 0.1112 -0.7143 0.339 0.188 -0.123 -0.06
C 2.1106 0.9023 0.5348 0.892 -0.795 -1.208 -0.34
O 1.2051 1.9122 0.8327 -1.877 0.586 0.842 -0.15
H 0.7615 -0.3638 -0.6751 -0.028 -0.028 0.258 0.06
H 2.5056 -0.6567 -0.8369 -0.104 -0.174 0.017 0.09
H 1.7773 0.6968 -1.6329 -0.045 0.276 0.168 0.09
H 3.0520 1.4291 0.3792 0.494 -0.633 0.043 0.12
H 2.1704 0.2041 1.3696 0.341 -0.147 0.174 0.11
H 1.3700 2.0879 1.7620 0.112 0.767 -0.047 0.04
C -2.4664 -1.1176 -0.9646 -2.047 -0.807 -1.052 -0.14
O -2.4282 -0.7253 0.3851 1.088 0.426 1.212 -0.28
H -1.8109 -0.6048 -1.6684 0.264 0.073 0.701 0.09
H -2.4217 -2.2033 -1.0507 0.770 -0.047 -0.113 0.09
H -3.5009 -0.9266 -1.2500 0.013 0.297 -0.761 0.09
H -3.0220 -1.3343 0.8302 -0.115 0.011 0.103 0.08



[5]
46
Properties=species:S:1:pos:R:3:forces:R:3:lowdin_charge:R:1 method="wB97M-V/def2-TZVPD" lumo_energy_ha=0.10283 charge=-2 max_force_ha_per_bohr=0.1204 homo_energy_ev=-3.011 total_energy_ev=-59921.2667
N -16.9696 20.2732 -4.3129 -0.049 0.584 -0.067 0.36
H -17.5434 21.0141 -4.6896 0.015 0.584 -0.588 0.15
H -16.8433 19.5297 -4.9847 -0.323 -0.586 -0.026 0.15
H -17.4505 20.0381 -3.4564 -0.058 -0.890 0.818 0.14
H -16.0478 20.6307 -4.1066 0.666 0.576 0.483 0.15
N -14.7915 18.8847 0.4121 -1.343 -0.339 -0.424 0.36
H -15.3782 19.3094 1.1160 -0.262 -0.078 1.052 0.15
H -14.4095 19.6807 -0.0784 0.960 0.421 -0.765 0.14
H -15.4640 18.4048 -0.1689 -0.761 0.255 -0.874 0.14
H -14.1986 18.1117 0.6787 0.849 0.553 0.602 0.15
O -20.3125 29.3805 -0.9691 1.893 -1.735 -0.836 0.11
C -19.5365 28.5157 -1.3614 -1.024 0.325 -1.494 -0.35
O -19.2068 28.2294 -2.6458 -0.438 0.122 0.137 0.18
B -18.2869 27.0267 -2.7452 -0.307 0.574 1.032 -0.86
O -18.2133 26.5423 -1.3416 -0.664 0.560 -0.721 0.24
C -18.8134 27.4290 -0.5892 0.322 -0.639 5.029 -0.39
O -18.7981 27.3858 0.6518 -0.206 0.270 -2.628 0.09
O -16.9640 27.4559 -3.1367 0.798 -1.784 -2.652 0.22
C -16.5813 26.6028 -4.1531 0.345 -0.781 -0.820 -0.30
O -15.5339 26.5255 -4.7383 -0.724 0.805 0.922 0.13
C -17.8031 25.5550 -4.5156 1.606 0.530 0.206 -0.36
O -18.7087 25.9338 -3.6575 -1.550 -0.194 0.160 0.22
O -17.8149 24.6320 -5.3232 -0.142 1.892 1.635 0.08
O -14.2036 17.1672 -5.7185 4.532 2.114 0.638 0.04
C -13.0544 17.6358 -5.4210 -4.205 -1.277 -0.974 -0.29
O -12.2152 18.3508 -6.1695 -3.400 -1.910 -1.316 0.26
B -11.0255 18.6538 -5.5003 0.519 0.795 0.225 -0.93
O -11.3103 18.1359 -4.1419 2.538 0.591 1.505 0.26
C -12.4214 17.5251 -4.0174 -2.069 -2.116 1.518 -0.39
O -12.8960 16.9234 -3.0292 1.322 1.868 -2.537 0.07
O -10.8637 20.1105 -5.5660 1.044 0.814 0.029 0.24
C -9.6627 20.4133 -6.0629 2.121 1.111 0.934 -0.34
O -9.0307 21.4688 -6.0683 -2.243 -2.144 -0.223 0.12
C -8.9960 19.0509 -6.4336 3.629 -0.003 -1.947 -0.35
O -9.8385 18.0847 -6.1689 -0.339 -0.291 0.749 0.24
O -7.8499 18.8975 -6.9150 -3.560 0.522 1.497 0.08
O -20.5137 19.2058 0.3430 -1.417 -0.078 -0.310 0.09
C -19.2040 19.2434 0.2564 6.114 0.762 -0.602 -0.91
O -18.5212 19.0725 -0.7769 -1.384 -1.019 -2.246 -0.11
O -18.5501 19.5661 1.2872 -1.203 -0.044 1.792 -0.11
H -20.4692 19.6124 1.2115 -1.303 0.174 1.018 0.09
O -12.3090 23.5022 -1.5119 0.810 0.718 -0.401 0.10
C -13.4234 22.8195 -1.3351 -3.865 -3.861 1.383 -0.93
O -14.0194 22.8836 -0.2318 0.930 2.073 2.203 -0.11
O -13.8836 21.9586 -2.0918 0.854 -0.925 -3.713 -0.10
H -12.3574 23.8229 -0.6084 0.972 1.105 0.596 0.09